[1]
Density functional theory data (wB97M-V/def2-TZVPD) for a structure of composition C41H37Cl5P2Pd.

Structure (XYZ):
```
86
Properties=species:S:1:pos:R:3:forces:R:3
Pd -0.4486 -1.9926 0.0802 2.9 0.9 1.7
C -0.9778 -3.8929 -0.5906 0.5 -1.5 0.2
C -0.2133 -3.3053 -1.5959 0.3 -1.4 -0.8
C -0.7458 -2.7047 -2.8783 -0.2 0.5 0.0
C -1.8350 -1.6270 -2.6123 0.0 0.0 -0.6
C -1.7621 -0.9998 -1.2426 -1.1 0.8 -0.3
C -2.4517 -1.4923 -0.1273 -0.6 0.7 -0.3
C -3.2496 -2.7604 -0.1489 -0.5 -0.5 0.1
C -2.4733 -4.0397 -0.5980 -0.6 0.1 0.1
C 0.3163 3.1496 0.6539 0.3 -0.4 0.1
H -0.4457 -4.5499 0.1211 -0.3 0.3 -0.7
H 0.8712 -3.5114 -1.6195 -0.6 -0.1 0.1
H -1.1609 -3.4579 -3.5836 0.5 0.2 0.5
H 0.0953 -2.1884 -3.3663 -0.2 -0.4 0.0
H -1.6896 -0.8269 -3.3590 -0.2 -0.3 0.3
H -2.8450 -2.0266 -2.7970 0.3 0.0 0.2
H -1.4073 0.0408 -1.2403 -0.5 -0.5 0.2
H -2.6115 -0.7834 0.6943 -0.1 -0.2 -0.2
H -4.1063 -2.6583 -0.8316 0.0 0.2 0.3
H -3.6552 -2.9115 0.8629 0.1 0.0 -0.4
H -2.7700 -4.8540 0.0838 0.2 0.3 -0.4
H -2.7819 -4.3220 -1.6101 -0.1 0.0 0.1
H 0.4077 2.1728 1.1328 0.2 0.0 0.1
H -0.2495 3.8364 1.2966 0.1 -0.1 -0.4
H 1.3097 3.5568 0.4508 -0.1 -0.1 0.1
P 1.2292 -0.5649 -0.8194 -0.5 2.3 -1.0
P -0.5360 2.9133 -0.8875 -0.9 1.1 0.3
C 1.1196 0.7770 -1.9123 1.2 -2.0 1.2
C 0.0327 1.6422 -1.9781 -0.9 0.7 -0.4
C 2.7694 -1.3565 -1.1021 1.4 -0.6 -0.1
C 3.4159 -1.6314 -2.3299 0.1 0.2 0.3
C 4.7358 -2.1034 -2.3062 0.2 0.0 -0.2
C 5.4473 -2.1830 -1.1015 -0.3 0.0 0.3
C 4.7872 -1.9424 0.1109 0.0 -0.2 -0.1
C 3.4382 -1.6255 0.1137 -0.1 0.3 -0.7
C -0.1704 -3.0583 1.9647 -0.2 0.0 1.0
C -1.1903 -3.0916 2.8900 -0.5 -0.6 0.2
C -1.1404 -4.0434 3.9325 0.4 0.6 -0.1
C 0.0601 -4.7001 4.2131 -0.2 -0.1 -0.4
C 1.1401 -4.5417 3.3397 -0.1 0.1 0.1
C 0.9956 -3.7750 2.1688 0.5 -0.1 -0.2
C -0.3254 4.5285 -1.6961 -0.1 0.3 -0.2
C 0.9738 4.9022 -2.0939 -0.1 -0.1 -0.2
C 1.1674 6.0479 -2.8661 -0.1 0.0 0.1
C 0.0754 6.8603 -3.2003 -0.1 -0.4 0.1
C -1.1863 6.5719 -2.6706 0.1 0.0 0.1
C -1.3889 5.4221 -1.8987 0.2 -0.2 -0.2
C -2.2660 2.6254 -0.4254 -0.4 -0.2 0.1
C -2.5264 2.2409 0.9035 0.1 0.2 -0.1
C -3.8313 2.0310 1.3412 -0.1 -0.1 -0.2
C -4.8964 2.1320 0.4435 0.4 0.1 -0.2
C -4.6459 2.4984 -0.8843 0.2 0.0 0.0
C -3.3402 2.7401 -1.3254 0.1 -0.1 0.2
H 1.9024 0.8613 -2.6773 -0.3 -0.3 0.0
H -0.4942 1.6416 -2.9361 0.2 0.7 -0.1
H 2.9058 -1.4501 -3.2871 0.2 -0.2 0.5
H 5.2505 -2.3923 -3.2355 -0.4 0.3 0.4
H 6.5127 -2.4377 -1.0754 -0.5 0.0 -0.2
H 5.3105 -1.9971 1.0607 0.1 -0.2 -0.2
H 2.8787 -1.4678 1.0302 0.2 -0.1 0.1
H -2.0201 -2.3955 2.8076 -0.2 -0.4 -0.1
H -2.0288 -4.2432 4.5239 0.2 0.3 0.1
H 0.1246 -5.3516 5.0915 0.0 0.2 -0.5
H 2.0870 -5.0483 3.5451 -0.3 0.2 -0.2
H 1.8152 -3.7552 1.4463 -0.2 -0.1 0.1
H 1.8348 4.2966 -1.7873 -0.3 0.1 -0.4
H 2.1680 6.3083 -3.2173 -0.3 -0.1 0.2
H 0.2075 7.7116 -3.8717 0.0 -0.2 0.3
H -2.0234 7.2457 -2.8627 0.3 -0.2 0.1
H -2.3591 5.2230 -1.4408 0.2 0.0 -0.4
H -1.7088 2.0978 1.6098 -0.3 0.2 -0.2
H -4.0153 1.7889 2.3878 0.0 0.0 -0.3
H -5.9082 1.9209 0.7786 0.1 0.2 -0.1
H -5.4732 2.6220 -1.5790 0.2 -0.1 0.1
H -3.1448 3.0107 -2.3661 -0.2 0.0 0.3
Cl 3.4847 1.7079 0.4042 0.1 -0.2 0.6
C 2.8496 1.0768 1.8890 -0.7 -0.3 0.2
C 1.5405 0.7013 2.0088 -1.1 -0.1 -1.2
C 0.9433 0.4489 3.2086 0.7 0.0 -1.0
Cl -0.7860 0.2370 3.2819 0.7 -0.1 0.3
C 1.7461 0.4406 4.3917 0.4 0.2 1.2
Cl 1.0751 0.0798 5.9218 0.2 0.2 -0.7
C 3.1245 0.7708 4.2934 -0.1 0.2 -0.5
Cl 4.0580 1.0544 5.7022 -0.1 -0.4 -0.1
C 3.6975 0.9907 3.0230 0.7 0.1 1.2
Cl 5.3812 1.1348 2.8316 -0.3 0.1 0.2
```
Forces are in eV/Å.

## Properties
Kohn-Sham gap (alpha / beta): 7.28 / 3.72 eV
Net charge: +2
Expectation value of S²: 6.06
Maximum force: 3.510 eV Å⁻¹
Molar mass: 875.38 g/mol
HOMO level (alpha / beta): -12.784 / -12.725 eV
ΔE to the lowest compared entry with this formula, charge and spin: 0.0 kcal/mol
Spin multiplicity: 5

***

[2]
Density functional theory data (wB97M-V/def2-TZVPD) for a structure of composition C41H37F5P2RuS.

Structure (XYZ):
```
87
Properties=species:S:1:pos:R:3:forces:R:3
Ru -0.1843 0.5954 1.2979 -0.2 0.9 4.1
C -1.6680 0.9153 -3.6131 -0.1 0.0 -0.2
C -1.7386 -0.4108 -3.4748 -0.3 0.3 -0.1
C -1.1246 -1.3950 -4.4343 -0.4 -0.1 -0.1
C 0.3186 -1.1001 -4.9374 0.1 -0.6 -0.4
C 1.2218 -0.1884 -4.1569 0.3 0.5 0.0
C 1.2092 1.1482 -4.1546 0.3 -0.1 -0.6
C 0.2655 2.0097 -4.9464 -0.3 0.5 0.0
C -1.2178 1.5671 -4.8907 0.3 0.2 -0.4
C 1.4156 0.2480 2.6323 0.8 0.7 1.0
H -1.9995 1.6022 -2.8304 -0.3 -0.4 -0.2
H -2.3657 -0.8388 -2.6848 0.4 0.2 0.0
H -1.7755 -1.4920 -5.3214 0.2 0.0 0.3
H -1.1319 -2.3897 -3.9670 -0.1 0.2 -0.1
H 0.8387 -2.0708 -4.9634 -0.2 0.3 -0.2
H 0.2514 -0.7751 -5.9860 0.1 0.1 0.3
H 2.0491 -0.7097 -3.6688 -0.1 0.3 0.0
H 2.0035 1.7168 -3.6669 -0.2 -0.4 -0.1
H 0.5621 2.0386 -6.0136 0.0 0.0 0.5
H 0.3385 3.0536 -4.5965 0.1 -0.4 0.0
H -1.8378 2.4646 -5.0491 0.1 -0.4 -0.1
H -1.3897 0.8971 -5.7452 -0.2 0.1 0.3
H 1.1890 1.0299 3.3751 0.1 -0.3 -0.1
H 2.4942 0.3109 2.4005 -0.6 -0.1 0.4
H 1.1949 -0.7486 3.0396 0.0 0.2 -0.1
P -1.4268 -0.7498 0.0667 -1.5 -1.3 -2.0
P 1.7081 0.1565 0.2321 2.2 -0.3 -1.3
C -0.2304 -1.2588 -1.1858 1.4 0.1 -0.2
C 1.0523 -0.7870 -1.1495 -1.4 -0.9 -0.7
C -2.3661 -2.2367 0.4710 -0.1 -0.2 0.2
C -2.7728 -3.1335 -0.5359 0.0 0.0 0.3
C -3.5319 -4.2540 -0.1885 0.0 0.1 0.1
C -3.8552 -4.4962 1.1553 0.2 0.2 0.0
C -3.4210 -3.6194 2.1617 -0.1 0.0 -0.3
C -2.6944 -2.4787 1.8130 -0.1 0.0 -0.2
C -2.6070 0.6081 -0.3698 0.1 -0.6 0.2
C -2.1023 1.8974 -0.1624 -0.5 0.0 0.2
C -2.9558 2.9988 -0.2306 0.4 0.0 0.1
C -4.3170 2.8055 -0.4736 0.2 -0.1 0.0
C -4.8244 1.5116 -0.6385 0.1 0.0 0.0
C -3.9808 0.3999 -0.5811 0.4 0.2 0.0
C 3.1532 -0.9299 0.5124 -0.4 -0.1 0.4
C 2.8833 -2.2001 1.0470 0.4 0.1 0.0
C 3.9464 -3.0244 1.4109 0.0 0.2 -0.1
C 5.2619 -2.5846 1.2131 -0.1 0.1 -0.1
C 5.5196 -1.3531 0.6008 -0.1 -0.1 0.0
C 4.4627 -0.5138 0.2421 -0.2 -0.1 0.2
C 2.4018 1.8281 -0.0685 -0.3 -0.2 -0.3
C 2.4008 2.8387 0.9085 -0.2 -0.1 -0.3
C 2.8811 4.1092 0.5722 -0.1 -0.2 0.0
C 3.2544 4.3895 -0.7429 -0.1 -0.2 -0.1
C 3.2418 3.3827 -1.7150 0.1 -0.2 0.2
C 2.8888 2.0844 -1.3565 -0.2 0.1 0.0
H -0.5253 -2.0717 -1.8545 0.3 0.4 0.0
H 1.8297 -1.1861 -1.8079 -0.5 0.1 0.1
H -2.4989 -2.9456 -1.5747 -0.2 -0.1 0.2
H -3.8728 -4.9411 -0.9689 0.1 0.3 0.3
H -4.4477 -5.3751 1.4223 0.2 0.3 -0.1
H -3.6536 -3.8227 3.2108 0.0 0.1 -0.4
H -2.3865 -1.7464 2.5622 -0.1 -0.5 -0.2
H -1.0274 2.0181 0.1422 -0.6 0.7 -0.8
H -2.5433 3.9913 -0.0586 -0.2 -0.2 -0.1
H -4.9828 3.6708 -0.5047 0.2 -0.3 0.0
H -5.8940 1.3673 -0.7859 0.3 0.0 0.0
H -4.3707 -0.6177 -0.6725 0.1 0.4 0.0
H 1.8477 -2.5251 1.1776 0.3 0.0 0.1
H 3.7486 -4.0022 1.8507 0.1 0.3 -0.1
H 6.0918 -3.2116 1.5366 -0.2 0.1 -0.1
H 6.5442 -1.0331 0.4057 -0.3 -0.1 0.1
H 4.6498 0.4512 -0.2319 0.0 -0.3 0.3
H 2.0111 2.6333 1.9088 0.3 0.2 -0.3
H 2.9386 4.8822 1.3373 -0.1 -0.2 -0.2
H 3.5439 5.3995 -1.0245 0.0 -0.2 0.1
H 3.4983 3.5978 -2.7521 0.1 0.0 0.3
H 2.9573 1.2587 -2.0698 -0.1 0.4 0.2
F 0.2939 -0.3323 8.6117 -0.3 0.3 -1.6
C -0.0865 -0.1156 7.3400 0.2 -0.3 1.2
C -0.2400 1.1903 6.8720 0.2 0.9 0.6
F 0.0402 2.2355 7.6785 -0.2 -1.1 -0.8
C -0.6787 1.4046 5.5768 -0.2 0.5 -0.3
F -0.7290 2.6692 5.1041 -0.1 -1.1 0.4
C -1.0247 0.3321 4.7174 0.6 -0.2 0.7
S -1.6792 0.6456 3.1566 0.3 0.5 -0.2
C -0.7938 -0.9743 5.2085 0.3 -0.5 -0.4
F -0.9693 -2.0500 4.3949 0.0 1.1 0.7
C -0.3381 -1.2014 6.4992 0.0 -0.9 0.1
F -0.1421 -2.4645 6.9397 -0.2 1.4 -0.4
```
Forces are in eV/Å.

## Properties
Kohn-Sham gap (alpha / beta): 7.61 / 4.34 eV
Net charge: +2
Expectation value of S²: 6.02
Maximum force: 4.244 eV Å⁻¹
Molar mass: 819.82 g/mol
HOMO level (alpha / beta): -13.520 / -13.529 eV
ΔE to the lowest compared entry with this formula, charge and spin: 0.2 kcal/mol
Spin multiplicity: 5